(1)
The following is a quantum chemistry calculation of a 6-piece molecular cluster, C28H42F2O8S4 overall in a non-equilibrium geometry, from OMol25.

Summary:
Calculated total energy, Ha: -3486.062840
Charge: 0
SMILES string: O=S1(=O)CCCC1.O=S1(=O)CCCC1.O=S1(=O)CCCC1.O=S1(=O)CCCC1.Fc1ccccc1.Fc1ccccc1
LUMO, eV: 0.053
Molar mass, g mol⁻¹: 672.9
HOMO-LUMO gap, eV: 9.19

Geometry (Å):
O  43.74  33.87  32.71
S  44.80  34.24  33.65
O  45.44  35.53  33.52
C  43.91  34.14  35.15
C  44.61  32.95  35.86
C  45.25  32.03  34.85
C  45.89  32.88  33.97
H  42.98  33.90  34.87
H  43.88  35.20  35.59
H  45.50  33.36  36.54
H  43.91  32.52  36.48
H  44.58  31.41  34.22
H  46.04  31.53  35.34
H  45.87  32.54  32.87
H  46.99  33.35  34.21
O  49.98  38.94  32.98
S  50.66  37.69  32.95
O  51.97  37.60  33.43
C  49.61  36.28  33.39
C  48.87  35.79  32.04
C  49.62  36.52  30.84
C  50.72  37.24  31.22
H  49.04  36.47  34.27
H  50.43  35.37  33.54
H  49.08  34.79  31.99
H  47.81  35.89  32.08
H  48.72  37.17  30.38
H  49.86  35.92  30.04
H  50.73  38.14  30.70
H  51.62  36.54  31.14
O  48.60  30.18  30.78
S  49.08  31.38  31.34
O  48.25  32.35  31.89
C  50.50  31.15  32.34
C  51.60  31.30  31.44
C  51.28  32.60  30.70
C  49.95  32.41  30.22
H  50.35  30.11  32.56
H  50.45  31.72  33.22
H  52.44  31.33  32.17
H  51.76  30.54  30.81
H  51.87  32.72  29.89
H  51.27  33.51  31.35
H  50.00  31.76  29.21
H  49.46  33.40  30.12
O  45.07  36.12  29.61
S  45.87  35.10  29.02
O  47.36  35.21  29.08
C  45.38  33.53  29.66
C  44.38  33.02  28.56
C  44.15  34.10  27.55
C  45.31  34.92  27.29
H  45.02  33.56  30.63
H  46.29  32.93  29.80
H  44.96  32.08  28.09
H  43.42  32.49  29.06
H  43.50  34.85  27.79
H  43.82  33.86  26.62
H  45.34  35.91  26.94
H  46.14  34.43  26.95
F  44.90  26.16  30.42
C  44.49  27.41  30.76
C  45.51  28.43  30.83
C  45.28  29.83  31.12
C  43.96  30.17  31.59
C  42.93  29.15  31.57
C  43.22  27.86  31.20
H  46.60  28.28  30.58
H  46.11  30.57  31.10
H  43.88  31.03  31.78
H  41.99  29.22  31.80
H  42.63  26.95  31.22
F  47.21  30.63  27.69
C  48.58  30.48  27.18
C  48.93  31.44  26.15
C  50.26  31.33  25.58
C  51.12  30.43  26.28
C  50.82  29.69  27.37
C  49.48  29.68  27.76
H  48.13  31.74  25.72
H  50.73  31.82  24.76
H  52.10  30.63  25.83
H  51.60  29.17  27.71
H  49.34  29.16  28.76

(2)
The following is a quantum chemistry calculation of C15H40N2O11Zn as an isolated structure in a non-equilibrium geometry, from OMol25.

Summary:
Spin multiplicity: 2
Calculated total energy, Ha: -3311.687211
Charge: +1
LUMO (spin up / spin down), eV: -2.433 / -8.312
Molar mass, g mol⁻¹: 489.9
HOMO-LUMO gap (spin up / spin down), eV: 9.13 / 3.25

Geometry (Å):
Zn  -0.20  -0.22  1.08
O  1.07  -4.16  1.01
C  0.11  -3.32  1.10
O  -0.97  -3.83  0.82
O  0.29  -2.14  1.54
H  0.53  -4.88  0.67
O  1.15  0.17  -2.75
C  1.57  -0.20  -1.61
O  0.86  -0.10  -0.59
O  2.69  -0.74  -1.60
H  2.00  -0.07  -3.11
C  -2.95  -0.23  -3.81
C  -2.76  1.14  -3.23
C  -4.05  1.70  -2.68
O  -1.93  1.11  -2.20
H  -3.24  -1.03  -3.13
H  -1.98  -0.49  -4.23
H  -3.74  -0.20  -4.56
H  -2.31  1.76  -4.01
H  -4.93  1.53  -3.30
H  -3.90  2.76  -2.51
H  -4.30  1.23  -1.73
H  -1.11  0.85  -2.62
C  0.32  4.04  1.19
C  0.48  2.54  1.13
C  1.58  1.99  2.04
O  1.36  0.62  2.06
C  2.49  -0.08  2.70
N  -0.78  1.93  1.08
H  -0.09  4.34  2.16
H  -0.20  4.51  0.36
H  1.32  4.48  1.09
H  0.81  2.32  0.11
H  1.63  2.52  2.99
H  2.56  2.12  1.58
H  2.23  -1.12  2.85
H  2.73  0.39  3.65
H  3.39  -0.11  2.08
H  -1.25  2.27  1.91
H  -1.17  2.46  0.31
C  -4.42  -0.79  0.59
C  -3.07  -0.25  1.17
C  -2.63  -0.77  2.52
O  -1.33  -0.25  2.89
C  -0.94  -0.57  4.27
N  -1.98  -0.56  0.19
H  -4.44  -1.88  0.56
H  -4.71  -0.63  -0.45
H  -5.28  -0.37  1.11
H  -3.18  0.83  1.31
H  -2.60  -1.86  2.45
H  -3.49  -0.66  3.18
H  0.08  -0.32  4.54
H  -1.15  -1.62  4.42
H  -1.45  0.07  5.00
H  -2.03  -0.08  -0.70
H  -2.14  -1.48  -0.19
C  5.37  0.12  -3.88
O  4.53  1.03  -3.13
H  6.39  0.49  -3.99
H  5.40  -0.90  -3.48
H  4.94  0.00  -4.87
H  4.05  0.54  -2.45
C  4.06  -2.92  0.41
O  4.84  -1.87  -0.13
H  4.51  -3.34  1.31
H  3.02  -2.68  0.60
H  4.10  -3.68  -0.37
H  4.25  -1.45  -0.75

(3)
The following is a quantum chemistry calculation of a 2-piece molecular cluster, C26H36F3O2Si2 overall in a non-equilibrium geometry, from OMol25.

Summary:
Calculated total energy, Ha: -2041.268439
Charge: +1
LUMO, eV: -6.092
Molar mass, g mol⁻¹: 493.7
HOMO-LUMO gap, eV: 4.22

Geometry (Å):
C  3.78  0.16  2.56
Si  2.22  1.17  2.47
C  2.32  2.67  3.55
C  1.62  1.56  0.75
O  0.95  0.28  3.15
C  0.40  -0.91  2.74
C  -0.87  -0.88  2.23
O  -1.48  0.32  2.05
Si  -2.44  1.18  3.15
C  -1.50  2.71  3.58
C  -3.95  1.57  2.14
C  -2.83  0.17  4.67
C  -1.67  -2.11  1.97
C  -1.14  -3.31  2.76
C  0.39  -3.38  2.75
C  0.97  -2.13  3.38
H  4.61  0.72  2.11
H  4.04  -0.05  3.61
H  3.69  -0.80  2.04
H  3.13  3.33  3.20
H  1.39  3.24  3.55
H  2.55  2.38  4.59
H  2.37  2.16  0.21
H  1.41  0.65  0.17
H  0.69  2.13  0.80
H  -2.11  3.31  4.26
H  -0.54  2.49  4.07
H  -1.30  3.30  2.67
H  -4.66  2.15  2.74
H  -3.65  2.16  1.26
H  -4.44  0.65  1.79
H  -3.53  0.76  5.28
H  -3.31  -0.79  4.44
H  -1.94  -0.03  5.28
H  -2.74  -1.95  2.19
H  -1.58  -2.32  0.89
H  -1.48  -3.19  3.80
H  -1.56  -4.24  2.37
H  0.72  -4.26  3.32
H  0.75  -3.49  1.72
H  2.07  -2.10  3.35
H  0.68  -2.13  4.45
F  -1.89  2.92  -4.03
C  -2.59  1.74  -3.98
F  -3.82  2.03  -3.46
F  -2.78  1.34  -5.28
C  -1.85  0.69  -3.20
C  -2.55  -0.08  -2.26
C  -1.88  -1.06  -1.55
C  -0.49  -1.29  -1.71
C  0.14  -2.29  -0.90
C  1.52  -2.65  -0.98
C  1.90  -4.00  -0.72
C  3.21  -4.42  -0.90
C  4.20  -3.49  -1.29
C  3.86  -2.15  -1.46
C  2.55  -1.71  -1.29
C  0.16  -0.55  -2.75
C  -0.50  0.45  -3.44
H  -3.61  0.08  -2.09
H  -2.44  -1.69  -0.85
H  -0.52  -3.02  -0.43
H  1.12  -4.72  -0.45
H  3.47  -5.47  -0.76
H  5.22  -3.83  -1.48
H  4.62  -1.41  -1.74
H  2.31  -0.65  -1.41
H  1.19  -0.77  -3.03
H  0.02  1.05  -4.19

(4)
The following is a quantum chemistry calculation of one molecule with the formula C4H7NO2, from OMol25.

Summary:
Calculated total energy, Ha: -361.830296
Charge: 0
SMILES string: NC(=O)C[C@H]1CO1
LUMO, eV: 0.821
Molar mass, g mol⁻¹: 101.1
HOMO-LUMO gap, eV: 10.80

Geometry (Å):
N  0.60  -2.05  -1.13
C  0.59  -1.16  -0.10
O  1.53  -1.02  0.66
C  -0.70  -0.36  0.03
C  -0.50  0.86  0.89
C  0.17  2.04  0.37
O  -1.24  2.02  0.53
H  1.44  -2.60  -1.27
H  -0.14  -2.13  -1.80
H  -1.48  -1.01  0.45
H  -1.06  -0.03  -0.96
H  -0.45  0.68  1.97
H  0.53  2.04  -0.66
H  0.71  2.71  1.04

(5)
The following is a quantum chemistry calculation of one molecule with the formula C5H8O2, from OMol25.

Summary:
Calculated total energy, Ha: -345.764267
Charge: 0
SMILES string: C[C@@]1(O)CCC1=O
LUMO, eV: 0.872
Molar mass, g mol⁻¹: 100.1
HOMO-LUMO gap, eV: 10.16

Geometry (Å):
C  1.26  -0.46  -1.08
C  0.14  -0.50  -0.03
O  -0.18  -1.84  0.30
C  0.13  0.33  1.28
C  -0.97  1.28  0.72
C  -1.03  0.38  -0.51
O  -1.67  0.38  -1.52
H  2.18  -0.94  -0.74
H  0.88  -1.01  -1.95
H  1.47  0.56  -1.43
H  -0.46  -2.29  -0.51
H  -0.26  -0.31  2.07
H  1.05  0.80  1.63
H  -1.90  1.33  1.28
H  -0.64  2.29  0.49

(6)
The following is a quantum chemistry calculation of C28H26Cl5HfN8OS as an isolated structure in a non-equilibrium geometry, from OMol25.

Summary:
Calculated total energy, Ha: -4342.346951
Charge: +3
LUMO, eV: -8.894
Molar mass, g mol⁻¹: 878.4
HOMO-LUMO gap, eV: 7.20

Geometry (Å):
Hf  -0.29  0.15  0.25
C  -1.93  2.67  1.51
C  -3.25  2.04  1.08
C  -3.33  0.57  1.39
C  -4.58  -0.04  1.54
C  -4.67  -1.29  2.12
C  -3.50  -1.85  2.64
C  -2.30  -1.23  2.37
N  -2.18  -0.08  1.66
N  -0.80  2.39  0.59
C  0.40  3.05  1.14
C  1.62  2.66  0.35
C  2.73  3.48  0.26
C  3.78  3.11  -0.56
C  3.66  1.94  -1.30
C  2.54  1.16  -1.14
N  1.54  1.48  -0.30
C  -1.09  2.96  -0.74
C  -1.87  2.00  -1.62
C  -2.61  2.45  -2.71
C  -3.29  1.52  -3.48
C  -3.22  0.18  -3.14
C  -2.46  -0.19  -2.04
N  -1.80  0.70  -1.29
H  -1.67  2.30  2.51
H  -2.08  3.76  1.58
H  -3.48  2.25  0.04
H  -4.04  2.51  1.67
H  -5.47  0.49  1.25
H  -5.62  -1.79  2.23
H  -3.53  -2.74  3.24
H  -1.38  -1.64  2.77
H  0.53  2.75  2.19
H  0.30  4.14  1.14
H  2.76  4.41  0.82
H  4.66  3.73  -0.64
H  4.42  1.65  -2.01
H  2.40  0.26  -1.73
H  -0.15  3.17  -1.25
H  -1.64  3.91  -0.66
H  -2.65  3.50  -2.94
H  -3.87  1.85  -4.33
H  -3.73  -0.57  -3.72
H  -2.38  -1.23  -1.75
Cl  0.39  -6.19  -3.41
C  0.43  -4.59  -2.81
C  -0.19  -4.30  -1.58
Cl  -0.96  -5.52  -0.67
C  -0.15  -2.99  -1.14
Cl  -0.87  -2.51  0.36
C  0.45  -1.94  -1.83
O  0.43  -0.71  -1.34
C  1.09  -2.26  -3.04
Cl  1.88  -1.03  -3.93
C  1.08  -3.57  -3.53
Cl  1.86  -3.95  -5.00
C  5.01  -2.69  1.66
C  4.04  -1.86  2.38
N  4.14  -1.44  3.59
N  3.05  -0.70  3.87
C  2.24  -0.63  2.81
S  0.76  0.16  2.69
N  2.85  -1.37  1.83
N  2.27  -1.56  0.58
H  5.80  -2.97  2.35
H  5.46  -2.16  0.82
H  4.55  -3.61  1.28
H  2.94  -0.29  4.79
H  2.95  -1.30  -0.15
H  2.06  -2.55  0.44

(7)
The following is a quantum chemistry calculation of C33H38ClFeN4S3Se2 as an isolated structure in a non-equilibrium geometry, from OMol25.

Summary:
Spin multiplicity: 2
Calculated total energy, Ha: -9220.101777
Charge: +2
LUMO (spin up / spin down), eV: -6.686 / -6.528
Molar mass, g mol⁻¹: 836.1
HOMO-LUMO gap (spin up / spin down), eV: 6.55 / 6.83

Geometry (Å):
Fe  1.34  0.90  0.20
C  4.60  1.82  2.62
Se  3.07  0.62  2.67
C  2.02  1.51  4.03
C  1.67  2.94  3.67
Se  0.78  3.09  1.95
C  -1.04  2.80  2.57
H  4.94  2.00  3.64
H  4.35  2.76  2.14
H  5.38  1.31  2.07
H  2.58  1.47  4.97
H  1.13  0.89  4.13
H  2.56  3.57  3.60
H  1.01  3.38  4.41
H  -1.31  3.62  3.22
H  -1.11  1.85  3.10
H  -1.68  2.79  1.70
S  -0.10  -0.34  1.48
C  -0.45  -1.77  0.68
N  -1.02  -2.79  1.25
C  -1.45  -3.96  0.47
C  -0.49  -4.23  -0.64
N  -0.30  -3.00  -1.43
C  -0.02  -3.22  -2.88
C  -1.11  -4.04  -3.51
C  -0.82  -5.25  -4.13
C  -1.82  -5.98  -4.76
C  -3.12  -5.51  -4.75
C  -3.43  -4.30  -4.13
C  -2.43  -3.57  -3.51
C  -0.15  -1.85  -0.83
S  0.32  -0.45  -1.61
C  -1.27  -2.90  2.72
C  -0.37  -3.95  3.31
C  -0.89  -5.17  3.72
C  -0.05  -6.14  4.26
C  1.31  -5.89  4.38
C  1.83  -4.67  3.97
C  0.99  -3.70  3.44
H  -2.46  -3.77  0.09
H  -1.49  -4.82  1.14
H  -0.88  -5.00  -1.29
H  0.48  -4.55  -0.25
H  0.94  -3.72  -2.96
H  0.06  -2.25  -3.35
H  0.20  -5.62  -4.13
H  -1.58  -6.91  -5.25
H  -3.90  -6.07  -5.25
H  -4.44  -3.93  -4.13
H  -2.66  -2.63  -3.03
H  -2.32  -3.15  2.85
H  -1.09  -1.93  3.16
H  -1.96  -5.37  3.65
H  -0.46  -7.09  4.59
H  1.96  -6.65  4.79
H  2.89  -4.47  4.08
H  1.40  -2.74  3.14
S  -1.99  5.47  -3.25
C  -1.08  4.33  -2.27
C  0.26  4.50  -1.91
C  0.89  3.51  -1.19
N  0.28  2.37  -0.80
C  -1.02  2.22  -1.14
C  -1.72  3.17  -1.85
C  -1.24  7.01  -2.77
C  -0.15  7.53  -3.47
C  0.36  8.75  -3.07
N  -0.14  9.47  -2.06
C  -1.20  8.97  -1.42
C  -1.79  7.75  -1.73
H  0.81  5.39  -2.19
H  1.92  3.63  -0.91
H  -1.50  1.32  -0.79
H  -2.76  3.00  -2.08
H  0.27  7.00  -4.31
H  1.21  9.19  -3.58
H  -1.60  9.57  -0.61
H  -2.65  7.39  -1.19
Cl  3.15  -0.36  -0.43
C  2.96  1.36  -0.81
H  2.86  1.51  -1.88
H  3.75  1.94  -0.34

(8)
The following is a quantum chemistry calculation of a 6-piece molecular cluster, C23H36F15N2O10 overall in a non-equilibrium geometry, from OMol25.

Summary:
Calculated total energy, Ha: -3257.742747
Charge: +1
LUMO, eV: -3.220
Molar mass, g mol⁻¹: 785.5
HOMO-LUMO gap, eV: 9.19

Geometry (Å):
C  -2.13  0.17  0.64
C  -3.15  0.82  1.59
N  -4.28  1.48  0.84
C  -5.67  1.27  1.44
N  -6.09  -0.08  1.54
H  -1.14  0.47  0.93
H  -2.24  -0.89  0.75
H  -2.27  0.48  -0.39
H  -3.53  0.10  2.30
H  -2.64  1.58  2.16
H  -4.25  1.23  -0.15
H  -4.09  2.48  0.87
H  -5.67  1.73  2.42
H  -6.36  1.80  0.80
H  -6.16  -0.55  0.65
H  -5.59  -0.62  2.22
C  0.12  -6.37  0.76
C  -0.10  -5.42  1.92
O  -1.09  -4.42  1.60
C  -2.35  -4.78  1.74
O  -2.77  -5.83  2.10
C  -3.25  -3.58  1.40
F  -2.85  -2.94  0.29
F  -3.25  -2.67  2.41
F  -4.52  -3.96  1.22
H  0.37  -5.82  -0.14
H  0.92  -7.07  0.98
H  -0.79  -6.94  0.55
H  0.82  -4.87  2.14
H  -0.38  -5.95  2.83
C  -2.92  1.78  -2.69
C  -2.82  2.53  -4.00
O  -1.47  2.97  -4.21
C  -0.64  2.06  -4.72
O  -0.91  0.95  -5.04
C  0.76  2.69  -4.87
F  1.06  3.37  -3.75
F  0.80  3.52  -5.91
F  1.68  1.75  -5.04
H  -2.53  2.39  -1.87
H  -3.96  1.51  -2.48
H  -2.33  0.86  -2.72
H  -3.42  3.44  -3.97
H  -3.16  1.93  -4.84
C  2.06  2.62  -1.04
C  1.81  4.08  -0.72
O  1.15  4.21  0.56
C  1.92  4.17  1.63
O  3.11  4.03  1.65
C  1.06  4.36  2.89
F  -0.07  3.62  2.83
F  0.71  5.64  3.02
F  1.73  3.99  3.98
H  1.12  2.06  -0.99
H  2.48  2.52  -2.04
H  2.75  2.17  -0.33
H  1.13  4.52  -1.44
H  2.73  4.66  -0.73
C  3.55  6.21  5.40
C  4.31  6.09  4.10
O  5.36  7.07  4.02
C  6.49  6.76  4.64
O  6.72  5.76  5.25
C  7.52  7.88  4.42
F  6.97  9.09  4.58
F  8.01  7.81  3.17
F  8.53  7.77  5.28
H  3.17  7.23  5.53
H  2.71  5.52  5.42
H  4.19  6.00  6.25
H  3.66  6.29  3.25
H  4.72  5.09  3.97
C  -0.13  -10.32  -5.11
C  -0.90  -9.19  -4.46
O  -0.10  -8.52  -3.47
C  0.75  -7.60  -3.92
O  0.91  -7.28  -5.06
C  1.50  -6.96  -2.75
F  1.91  -7.88  -1.86
F  0.68  -6.10  -2.09
F  2.56  -6.28  -3.16
H  0.24  -11.01  -4.35
H  -0.78  -10.87  -5.79
H  0.73  -9.94  -5.66
H  -1.76  -9.57  -3.92
H  -1.26  -8.47  -5.20